1.
# C18H23N3O3

C18H23N3O3 as an isolated structure in a non-equilibrium geometry (ωB97M-V/def2-TZVPD, the OMol25 dataset).

Last column: Mulliken charge in e.
Cartesian coordinates (Å):
C: -8.039 -1.382 0.462  -1.026
C: -7.512 -0.091 -0.299  -0.653
C: -6.050 0.005 -0.785  -1.198
C: -5.163 -0.079 0.383  -0.382
O: -3.843 -0.345 -0.132  -0.329
C: -3.381 0.875 -0.576  -1.469
C: -1.907 0.642 -0.571  -0.427
H: -1.409 1.605 -1.443  0.231
H: -1.677 -0.149 -1.346  0.412
C: -1.132 0.687 0.640  -1.013
N: 0.176 0.590 0.581  0.351
C: 0.511 -0.819 0.445  -0.185
N: 1.837 -1.542 0.319  -0.556
C: 2.799 -0.322 0.348  1.067
C: 2.477 0.939 0.185  -0.533
N: 3.574 1.640 0.299  -0.199
C: 4.726 0.637 0.133  0.705
C: 6.007 0.999 0.011  -1.125
C: 7.015 0.076 -0.204  0.751
C: 6.393 -1.299 0.058  -0.324
C: 5.031 -1.603 0.000  -1.503
C: 4.073 -0.433 0.318  0.578
H: 4.700 -2.494 0.209  0.534
H: 7.042 -2.128 0.060  0.371
O: 8.225 0.458 -0.532  -0.466
C: 9.259 -0.726 -0.383  -1.027
H: 10.149 -0.440 -0.492  0.362
H: 9.227 -1.195 0.505  0.431
H: 8.914 -1.430 -1.128  0.386
H: 6.473 2.015 -0.063  0.247
H: 3.704 2.788 0.097  0.344
C: 1.117 1.423 0.303  0.650
O: 0.815 2.653 0.445  -0.749
H: -0.207 -1.764 0.625  0.237
H: -1.717 -0.070 1.273  0.211
H: -1.194 1.923 1.150  0.275
H: -3.525 1.878 -0.221  0.521
H: -3.753 1.099 -1.367  1.095
H: -5.404 -0.855 1.087  0.276
H: -5.478 1.009 1.081  0.235
H: -5.961 0.709 -1.235  1.086
H: -6.150 -0.907 -1.114  0.269
H: -8.400 0.042 -1.137  0.255
H: -7.872 0.612 0.419  0.431
H: -9.257 -1.292 0.541  0.289
H: -7.752 -2.292 -0.294  0.231
H: -7.461 -1.652 1.346  0.334

Computed properties:
Energy relative to the best compared isomer or geometry (same formula, charge and spin), eV: 19.850
E_LUMO, eV: 0.45
Frontier orbital gap, eV: 7.85
E_HOMO, eV: -7.4042

2.
# C18H27N9

A 9-piece molecular cluster, C18H27N9 overall (ωB97M-V/def2-TZVPD, the OMol25 dataset).

Last column: Mulliken charge in e.
Cartesian coordinates (Å):
C: 3.293 1.128 -4.548  -0.923
C: 2.457 1.211 -3.363  0.402
N: 1.791 1.347 -2.439  -0.374
H: 4.242 0.633 -4.352  0.329
H: 3.529 2.160 -4.822  0.285
H: 2.802 0.660 -5.396  0.274
C: 0.757 -0.696 4.264  0.307
C: -0.316 -0.172 5.108  0.221
N: -1.178 0.234 5.748  -0.431
H: 0.881 -1.756 4.485  0.260
H: 1.716 -0.210 4.402  0.078
H: 0.368 -0.579 3.257  -0.443
C: 1.656 -5.025 0.620  -0.770
C: 2.013 -3.610 0.760  0.374
N: 2.292 -2.503 0.872  -0.381
H: 0.626 -5.088 0.268  0.233
H: 1.664 -5.503 1.596  0.270
H: 2.343 -5.453 -0.104  0.287
C: 0.298 0.037 0.331  0.115
C: 1.294 0.681 1.162  0.152
N: 2.035 1.212 1.860  -0.487
H: 0.096 0.680 -0.526  0.140
H: -0.657 -0.040 0.853  -0.101
H: 0.576 -0.960 0.011  0.190
C: 4.897 1.580 4.472  -0.498
C: 6.123 1.946 3.767  0.251
N: 7.100 2.218 3.232  -0.361
H: 5.164 0.932 5.308  0.278
H: 4.161 1.106 3.828  0.044
H: 4.444 2.463 4.923  0.276
C: -3.528 -2.688 0.512  -0.748
C: -2.589 -2.213 1.525  0.431
N: -1.872 -1.843 2.341  -0.350
H: -3.607 -1.910 -0.244  0.033
H: -4.472 -2.906 1.009  0.328
H: -3.219 -3.614 0.031  0.302
C: -3.574 -0.119 -3.760  -1.147
C: -2.786 -0.603 -2.632  0.611
N: -2.052 -0.946 -1.818  -0.416
H: -4.453 -0.731 -3.941  0.368
H: -2.885 -0.150 -4.605  0.341
H: -3.902 0.915 -3.671  0.312
C: -3.675 1.575 0.522  -0.069
C: -3.882 3.012 0.689  0.069
N: -4.058 4.139 0.812  -0.360
H: -2.824 1.288 1.141  0.079
H: -3.397 1.344 -0.505  -0.064
H: -4.585 1.044 0.789  0.327
C: -1.147 2.295 -3.703  -0.180
C: -0.267 3.258 -4.372  -0.003
N: 0.397 4.008 -4.932  -0.386
H: -1.819 2.840 -3.044  0.273
H: -0.549 1.530 -3.216  0.109
H: -1.724 1.837 -4.506  0.142

Computed properties:
Energy relative to the best compared isomer or geometry (same formula, charge and spin), eV: 0.837
E_LUMO, eV: -0.21
Frontier orbital gap, eV: 10.75
E_HOMO, eV: -10.9575
SMILES: CC#N.CC#N.CC#N.CC#N.CC#N.CC#N.CC#N.CC#N.CC#N

3.
# C3H7NO2

One molecule with the formula C3H7NO2 in a non-equilibrium geometry (ωB97M-V/def2-TZVPD, the OMol25 dataset).

Last column: Mulliken charge in e.
Cartesian coordinates (Å):
C: 1.741 -1.023 0.574  -0.375
N: 1.120 -0.073 -0.035  0.520
O: 1.390 0.372 -1.145  -0.660
C: -0.169 0.420 0.563  -0.636
C: -1.416 0.139 -0.241  -0.433
O: -1.678 1.222 -1.101  -0.517
H: 2.608 -1.389 -0.061  0.264
H: 1.294 -1.454 1.426  0.230
H: -0.169 1.545 0.505  0.310
H: -0.284 0.096 1.618  0.323
H: -2.324 -0.073 0.325  0.361
H: -1.245 -0.850 -0.778  0.246
H: -0.866 1.069 -1.650  0.368

Computed properties:
Energy relative to the best compared isomer or geometry (same formula, charge and spin), eV: 4.126
E_LUMO, eV: 0.86
Frontier orbital gap, eV: 10.11
E_HOMO, eV: -9.2425
SMILES: C=[N+]([O-])CCO

4.
# C25H33ClN4O2Pd

C25H33ClN4O2Pd as an isolated structure in a non-equilibrium geometry (ωB97M-V/def2-TZVPD, the OMol25 dataset).

Last column: Mulliken charge in e.
Cartesian coordinates (Å):
Pd: -0.566 -0.434 -1.120  -0.713
C: 2.103 -2.511 -2.857  -1.276
C: 2.793 -1.182 -2.854  1.267
C: 3.747 -0.894 -3.815  -0.854
C: 4.428 0.309 -3.791  -0.873
C: 4.162 1.224 -2.788  -1.008
C: 3.219 0.974 -1.805  1.500
C: 2.976 2.004 -0.746  -1.190
C: 2.501 -0.241 -1.850  -0.822
N: 1.551 -0.545 -0.871  0.965
C: 1.938 -0.778 0.393  0.859
C: 3.382 -1.040 0.731  -2.001
C: 0.996 -0.825 1.425  0.288
C: 1.428 -1.067 2.845  -2.167
N: -0.298 -0.695 1.142  1.864
C: -1.289 -0.396 2.048  -1.182
C: -1.411 0.930 2.519  1.733
C: -0.409 1.957 2.092  -1.291
C: -2.446 1.248 3.380  -0.970
C: -3.352 0.283 3.790  -0.968
C: -3.209 -1.023 3.354  -0.714
C: -2.188 -1.383 2.491  1.382
C: -2.002 -2.820 2.100  -1.908
H: 2.640 -3.222 -3.480  0.446
H: 1.095 -2.411 -3.257  0.160
H: 2.035 -2.903 -1.843  0.198
H: 3.972 -1.631 -4.574  0.435
H: 5.175 0.525 -4.540  0.416
H: 4.701 2.160 -2.761  0.409
H: 3.568 2.894 -0.946  0.440
H: 3.219 1.638 0.248  0.209
H: 1.927 2.289 -0.763  0.180
H: 4.019 -0.945 -0.144  0.367
H: 3.492 -2.048 1.132  0.459
H: 3.738 -0.344 1.491  0.435
H: 1.937 -2.026 2.936  0.451
H: 0.564 -1.061 3.504  0.441
H: 2.123 -0.295 3.170  0.402
H: -0.216 1.865 1.023  0.026
H: 0.540 1.808 2.607  0.264
H: -0.766 2.958 2.319  0.440
H: -2.549 2.263 3.736  0.432
H: -4.155 0.536 4.467  0.409
H: -3.892 -1.785 3.699  0.492
H: -1.971 -3.450 2.989  0.459
H: -1.073 -2.941 1.549  0.197
H: -2.831 -3.160 1.482  0.349
C: -4.174 1.686 -0.172  -1.625
C: -2.883 1.211 -0.757  0.703
N: -2.675 -0.048 -1.002  0.107
O: -3.697 -0.935 -0.641  -0.530
C: -1.847 2.113 -1.153  0.601
C: -2.077 3.591 -1.293  -1.842
N: -0.678 1.580 -1.466  0.788
O: 0.267 2.283 -1.923  -0.907
H: -4.444 1.048 0.667  0.392
H: -4.967 1.607 -0.917  0.351
H: -4.100 2.713 0.168  0.390
H: -3.561 -1.716 -1.202  0.390
H: -3.045 3.811 -1.733  0.405
H: -1.285 3.992 -1.924  0.419
H: -2.018 4.086 -0.324  0.307
Cl: -1.444 -2.230 -2.934  -0.177
C: -0.891 -2.487 -1.261  -0.930
H: -0.087 -3.223 -1.285  0.395
H: -1.736 -2.893 -0.702  0.321

Computed properties:
E_LUMO, eV: -1.10
Frontier orbital gap, eV: 5.75
E_HOMO, eV: -6.8481

5.
# C14H29FO6

A 3-piece molecular cluster, C14H29FO6 overall in a non-equilibrium geometry (ωB97M-V/def2-TZVPD, the OMol25 dataset).

Last column: Mulliken charge in e.
Cartesian coordinates (Å):
C: -0.174 2.248 -0.212  -1.715
C: 0.234 1.039 -1.006  2.296
F: 1.452 1.384 -1.624  -0.447
C: -0.696 0.602 -2.130  -1.368
C: -1.713 -0.512 -1.801  0.882
C: -3.209 -0.154 -1.780  -1.329
C: -3.379 0.404 -0.355  0.410
C: -3.456 1.924 -0.335  -0.569
O: -4.799 2.185 -0.715  -0.271
O: -4.939 3.591 -0.923  -0.393
O: -2.282 -0.126 0.395  -0.406
C: -1.624 -1.054 -0.407  -0.168
O: -1.125 -2.078 0.034  -0.568
H: -0.546 3.039 -0.848  0.302
H: 0.705 2.604 0.307  0.566
H: -0.892 1.995 0.551  0.247
H: 0.473 0.224 -0.331  -1.075
H: -0.051 0.224 -2.909  0.327
H: -1.190 1.471 -2.545  0.420
H: -1.576 -1.267 -2.560  0.624
H: -3.557 0.498 -2.562  0.343
H: -3.732 -1.102 -1.780  0.441
H: -4.282 0.053 0.130  0.471
H: -2.804 2.339 -1.094  0.149
H: -3.247 2.357 0.635  0.412
H: -4.735 3.705 -1.859  0.330
C: 0.835 -1.142 2.426  -0.565
C: 1.160 -0.373 3.695  0.292
C: 0.711 -1.127 4.937  -1.372
O: 0.558 0.922 3.656  -0.555
H: -0.243 -1.295 2.339  0.253
H: 1.150 -0.592 1.541  -0.134
H: 1.319 -2.119 2.419  0.393
H: 2.235 -0.194 3.751  0.329
H: -0.372 -1.276 4.920  0.316
H: 0.952 -0.561 5.837  0.354
H: 1.190 -2.105 5.002  0.368
H: -0.395 0.796 3.604  0.349
C: 2.632 -1.632 -0.588  -0.986
C: 3.328 -1.703 -1.938  0.296
C: 4.783 -1.268 -1.844  -1.389
O: 2.621 -0.920 -2.898  -0.551
H: 2.644 -0.609 -0.202  0.222
H: 1.588 -1.933 -0.691  0.197
H: 3.108 -2.284 0.145  0.532
H: 3.279 -2.725 -2.316  0.342
H: 4.847 -0.229 -1.509  0.312
H: 5.264 -1.330 -2.820  0.358
H: 5.339 -1.890 -1.141  0.385
H: 2.609 -0.004 -2.602  0.342

Computed properties:
E_LUMO, eV: 0.43
Frontier orbital gap, eV: 10.43
E_HOMO, eV: -10.0065
SMILES: C[C@H](F)C[C@@H]1C[C@H](COO)OC1=O.CC(C)O.CC(C)O

6.
# C30H49ClO3

A 3-piece molecular cluster, C30H49ClO3 overall in a non-equilibrium geometry (ωB97M-V/def2-TZVPD, the OMol25 dataset).

Last column: Mulliken charge in e.
Cartesian coordinates (Å):
C: -0.944 1.422 3.900  -0.816
C: 0.266 2.524 3.565  -0.424
C: 1.055 2.074 2.198  0.396
C: 0.541 2.836 0.829  1.213
C: 1.773 3.474 -0.076  -1.268
C: -0.407 1.792 -0.065  0.255
C: -2.003 2.243 -0.262  -0.541
C: -3.093 1.301 -1.103  -0.724
C: -2.503 -0.092 -1.735  0.074
C: -0.895 -0.523 -1.578  0.148
C: 0.210 0.391 -0.736  0.464
C: 1.788 -0.025 -0.563  -0.772
C: 2.050 -1.550 -0.023  0.019
C: 0.972 -2.089 1.088  -0.885
Cl: 3.750 -1.517 0.804  -0.227
C: -0.478 -1.951 -2.339  0.529
O: 0.666 -2.141 -3.001  -0.551
C: -1.656 -3.136 -2.253  0.010
O: -1.356 -4.576 -2.052  -0.357
C: -3.117 -2.746 -2.387  -0.356
C: -3.517 -1.131 -2.566  0.183
O: -4.555 -0.709 -3.312  -0.526
H: -0.569 0.313 3.854  0.221
H: -1.790 1.534 3.091  0.189
H: -1.325 1.677 4.991  0.335
H: 1.075 2.524 4.439  0.291
H: -0.240 3.581 3.468  0.057
H: 2.237 2.166 2.324  0.410
H: 0.858 0.909 2.060  -0.685
H: -0.139 3.769 1.129  -0.518
H: 1.373 4.442 -0.615  0.287
H: 2.719 3.663 0.599  0.320
H: 2.122 2.748 -0.957  0.286
H: -2.460 3.231 0.214  0.227
H: -4.230 1.568 -1.234  0.312
H: 2.389 0.712 0.157  0.297
H: 2.290 0.128 -1.633  0.356
H: 2.135 -2.369 -0.857  0.351
H: 0.996 -1.361 2.006  0.257
H: -0.135 -2.169 0.685  0.113
H: 1.345 -3.156 1.437  0.370
H: -1.499 -4.718 -1.051  0.336
H: -3.969 -3.567 -2.360  0.314
C: 2.267 -10.575 -2.529  -1.190
C: 2.643 -9.524 -1.496  -0.338
C: 1.533 -9.260 -0.476  -0.712
C: 0.229 -8.703 -1.062  -0.800
C: 0.373 -7.394 -1.841  -0.258
C: 0.873 -6.240 -0.986  -0.985
H: 1.408 -10.263 -3.130  0.282
H: 3.104 -10.746 -3.214  0.371
H: 2.025 -11.526 -2.046  0.294
H: 2.930 -8.596 -2.002  0.241
H: 3.535 -9.869 -0.958  0.369
H: 1.914 -8.573 0.288  0.292
H: 1.303 -10.195 0.050  0.397
H: -0.482 -8.552 -0.240  0.347
H: -0.228 -9.452 -1.716  0.362
H: -0.608 -7.124 -2.252  0.244
H: 1.037 -7.529 -2.701  0.265
H: 0.193 -6.054 -0.148  0.199
H: 0.932 -5.325 -1.585  0.237
H: 1.871 -6.437 -0.585  0.415
C: 1.153 6.876 1.496  -1.091
C: -0.338 6.811 1.787  -0.060
C: -1.202 6.946 0.531  -0.449
C: -1.064 8.279 -0.214  -0.900
C: -1.374 9.526 0.618  -0.403
C: -2.810 9.571 1.117  -1.179
H: 1.440 7.839 1.064  0.391
H: 1.725 6.745 2.420  0.361
H: 1.448 6.084 0.800  0.110
H: -0.603 7.578 2.522  0.423
H: -0.558 5.845 2.259  -0.135
H: -2.251 6.788 0.808  0.456
H: -0.951 6.135 -0.163  0.183
H: -1.731 8.259 -1.085  0.391
H: -0.051 8.371 -0.617  0.337
H: -1.193 10.412 -0.002  0.387
H: -0.687 9.602 1.468  0.230
H: -3.514 9.549 0.279  0.289
H: -2.984 10.492 1.682  0.378
H: -3.035 8.730 1.779  0.279

Computed properties:
E_LUMO, eV: -1.77
Frontier orbital gap, eV: 7.19
E_HOMO, eV: -8.9616
SMILES: CCC[C@@H](C)c1ccc2c(c1C[C@H](C)Cl)C(=O)C(O)=CC2=O.CCCCCC.CCCCCC

7.
# C5H8O

One molecule with the formula C5H8O (ωB97M-V/def2-TZVPD, the OMol25 dataset).

Last column: Mulliken charge in e.
Cartesian coordinates (Å):
C: 2.777 0.351 -0.331  -1.083
C: 1.458 -0.088 0.104  0.857
C: 0.330 -0.480 0.257  -0.769
C: -1.020 -0.804 -0.223  -0.372
C: -2.191 -0.083 0.456  -0.398
O: -1.969 1.311 0.448  -0.498
H: 3.116 1.222 0.233  0.297
H: 3.490 -0.469 -0.222  0.287
H: 2.702 0.616 -1.394  0.251
H: -0.937 -0.395 -1.224  0.256
H: -1.202 -1.890 -0.216  0.306
H: -3.080 -0.271 -0.157  0.280
H: -2.398 -0.463 1.470  0.261
H: -1.077 1.443 0.800  0.325

Computed properties:
Energy relative to the best compared isomer or geometry (same formula, charge and spin), eV: 2.292
E_LUMO, eV: 0.91
Frontier orbital gap, eV: 10.42
E_HOMO, eV: -9.5171
SMILES: CC#CCCO

8.
# C7H23BrCoN7O4

C7H23BrCoN7O4 as an isolated structure in a non-equilibrium geometry (ωB97M-V/def2-TZVPD, the OMol25 dataset).

Last column: Mulliken charge in e.
Cartesian coordinates (Å):
Co: -2.065 2.970 -4.358  0.553
Br: -1.093 1.374 -2.573  -0.590
C: -1.553 -2.085 0.132  -1.453
C: -0.373 -1.358 0.731  0.880
C: 0.249 -2.035 1.929  -1.031
O: 1.013 -3.147 1.592  -0.310
C: 1.472 -3.844 2.734  -0.780
N: 0.596 -0.903 -0.269  0.078
H: -1.349 -3.119 -0.148  0.353
H: -2.017 -1.583 -0.721  0.409
H: -2.353 -2.151 0.875  0.412
H: -0.743 -0.408 1.166  0.123
H: -0.559 -2.325 2.619  0.441
H: 0.841 -1.291 2.483  0.451
H: 0.648 -4.286 3.306  0.322
H: 2.089 -3.214 3.383  0.322
H: 2.084 -4.655 2.345  0.254
H: 0.071 -0.299 -0.935  -0.026
H: 1.235 -0.163 0.139  0.480
C: 1.469 2.768 0.737  0.651
O: 1.583 1.610 1.177  -0.665
N: 0.391 3.176 -0.015  -0.292
N: 2.379 3.761 1.044  -0.451
H: 0.376 4.109 -0.376  0.142
H: -0.308 2.545 -0.416  0.188
H: 2.429 4.558 0.436  0.185
H: 3.235 3.572 1.532  0.255
C: 2.947 -0.655 -2.720  0.622
O: 2.689 -1.026 -1.555  -0.566
N: 2.308 0.441 -3.280  -0.320
N: 3.988 -1.197 -3.466  -0.525
H: 1.434 0.706 -2.846  0.176
H: 2.399 0.613 -4.265  0.229
H: 3.798 -1.362 -4.443  0.237
H: 4.435 -1.981 -3.012  0.274
C: -4.505 1.154 0.476  0.534
O: -5.089 0.596 -0.419  -0.603
N: -5.111 1.563 1.639  -0.383
N: -3.157 1.451 0.373  -0.206
H: -6.058 1.340 1.869  0.234
H: -4.530 1.840 2.408  0.170
H: -2.677 1.242 -0.484  0.030
H: -2.617 1.702 1.179  0.194

Computed properties:
Energy relative to the best compared isomer or geometry (same formula, charge and spin), eV: 0.000
Charge: +1
⟨S²⟩: 3.7702
E_LUMO (spin up / spin down), eV: -4.64 / -6.09
Frontier orbital gap (spin up / spin down), eV: 7.43 / 5.98
2S+1: 4
E_HOMO (spin up / spin down), eV: -12.0665 / -12.0660